# 1
C31H28CdN5O10 | ωB97M-V/def2-TZVPD

Properties
Highest occupied orbital energy = -3.834 eV
Net charge = -1
Gap between HOMO and LUMO = 6.356 eV
Strongest force on any atom = 0.0190 hartree/bohr
Multiplicity = 1

CARTESIAN COORDINATES (ANGSTROEM)
Cd1 1.361 0.154 0.597
C1 5.646 0.906 -0.443
C2 4.128 0.955 -0.575
O1 3.508 -0.017 -0.050
C3 3.592 2.023 -1.284
C4 2.232 2.237 -1.656
C5 1.944 3.415 -2.557
N1 1.254 1.476 -1.257
N2 -0.001 1.812 -1.752
C6 -0.938 1.055 -1.259
O2 -0.827 0.117 -0.385
C7 -2.298 1.305 -1.836
C8 -2.767 2.600 -2.043
C9 -4.021 2.815 -2.599
C10 -4.816 1.736 -2.964
C11 -4.350 0.442 -2.765
C12 -3.103 0.227 -2.197
H1 5.910 0.204 0.346
H2 6.063 1.890 -0.221
H3 6.091 0.561 -1.379
H4 4.303 2.750 -1.657
H5 2.871 3.893 -2.870
H6 1.320 4.142 -2.033
H7 1.374 3.097 -3.428
H8 -2.131 3.429 -1.760
H9 -4.378 3.827 -2.746
H10 -5.793 1.903 -3.401
H11 -4.963 -0.405 -3.051
H12 -2.741 -0.778 -2.027
O3 -3.343 -0.011 0.796
C13 -2.209 0.409 1.387
O4 -2.018 1.577 1.636
C14 -1.540 -0.722 2.122
C15 -2.342 -1.723 2.659
C16 -1.754 -2.693 3.449
C17 -0.391 -2.639 3.669
C18 0.334 -1.610 3.085
N3 -0.229 -0.668 2.326
C19 1.839 -1.524 3.307
O5 2.467 -2.671 3.387
O6 2.356 -0.446 3.485
H13 -3.761 0.778 0.418
H14 -3.400 -1.726 2.448
H15 -2.352 -3.486 3.879
H16 0.128 -3.384 4.254
H17 2.050 -3.345 2.708
O7 1.351 -4.120 1.613
C20 1.100 -3.336 0.651
O8 1.476 -2.147 0.594
C21 0.265 -3.885 -0.478
C22 0.123 -5.260 -0.618
C23 -0.648 -5.816 -1.640
C24 -1.271 -4.931 -2.486
O9 -2.078 -5.209 -3.563
C25 -2.529 -3.944 -4.047
O10 -1.862 -2.924 -3.323
C26 -1.137 -3.564 -2.339
C27 -0.371 -2.998 -1.354
H18 0.626 -5.894 0.099
H19 -0.753 -6.885 -1.762
H20 -3.609 -3.863 -3.887
H21 -2.284 -3.858 -5.107
H22 -0.273 -1.925 -1.238
C28 0.459 5.085 3.373
N4 1.265 4.015 2.833
C29 2.642 3.960 2.792
C30 2.950 2.781 2.182
N5 1.796 2.125 1.855
C31 0.805 2.885 2.253
H23 0.706 5.261 4.420
H24 -0.588 4.798 3.304
H25 0.608 6.006 2.809
H26 3.256 4.746 3.194
H27 3.917 2.360 1.963
H28 -0.244 2.649 2.140

Force components x, y, z for each atom (eV/Å):
-0.05 0.06 -0.35
0.00 0.01 0.01
0.07 -0.09 -0.04
-0.05 0.12 0.16
-0.01 0.08 -0.03
-0.03 0.02 -0.03
0.02 -0.02 -0.01
0.16 0.11 0.09
-0.13 -0.09 0.10
0.01 0.20 -0.25
0.32 -0.25 -0.05
0.04 0.03 -0.05
-0.04 0.00 -0.02
0.05 0.00 0.03
-0.01 0.00 -0.01
-0.02 -0.01 0.00
-0.02 0.00 0.05
0.00 0.02 0.01
-0.01 0.00 -0.01
-0.01 -0.03 0.01
-0.01 0.00 0.00
0.00 0.00 0.00
-0.01 -0.01 0.00
0.01 0.00 0.00
0.01 0.00 -0.02
-0.01 0.00 -0.01
0.00 0.00 0.00
0.00 0.00 0.00
0.01 0.00 0.00
-0.02 -0.03 -0.18
-0.56 0.04 0.80
0.30 0.14 -0.18
0.07 -0.11 -0.07
0.01 0.00 -0.04
0.00 -0.01 0.03
0.03 0.04 -0.02
0.02 -0.05 -0.14
0.08 0.06 0.25
-0.18 0.25 0.11
0.08 -0.28 -0.16
-0.01 -0.06 -0.01
0.02 -0.01 -0.06
0.00 -0.01 0.00
0.01 0.00 0.00
-0.02 -0.01 0.00
-0.05 0.10 0.05
0.06 0.08 -0.10
0.06 -0.13 0.28
-0.05 0.01 -0.11
0.00 -0.09 0.03
0.01 0.05 0.05
-0.04 0.01 -0.05
0.01 -0.01 0.03
0.01 -0.02 -0.02
0.00 -0.01 0.03
0.04 0.02 0.00
-0.03 0.01 -0.01
0.01 0.04 -0.07
0.00 -0.01 -0.01
-0.01 0.00 -0.01
0.00 0.00 0.00
-0.02 0.00 -0.01
-0.01 -0.01 0.02
-0.02 -0.01 0.00
0.03 -0.02 -0.01
0.00 -0.03 -0.01
0.05 0.03 0.04
-0.16 -0.17 -0.08
0.02 0.04 0.01
0.00 0.00 0.00
0.00 0.00 0.00
0.00 0.00 0.00
-0.01 0.00 0.00
-0.01 0.00 0.00
0.00 0.01 0.02

# 2
CH28O17 | ωB97M-V/def2-TZVPD

Properties
Highest occupied orbital energy = -4.102 eV
Net charge = -2
Gap between HOMO and LUMO = 9.497 eV
Strongest force on any atom = 0.1144 hartree/bohr
Multiplicity = 1

CARTESIAN COORDINATES (ANGSTROEM)
C1 2.087 -11.077 -1.510
O1 2.122 -10.955 -2.913
O2 2.604 -12.046 -0.985
O3 1.600 -10.077 -0.845
O4 -0.803 -11.068 -1.015
H1 0.050 -10.635 -0.862
H2 -1.462 -10.448 -1.379
O5 0.105 -8.668 -2.563
H3 0.706 -9.128 -1.938
H4 0.203 -9.171 -3.356
O6 4.764 -10.695 -2.639
H5 4.545 -9.970 -3.163
H6 3.875 -10.984 -2.523
O7 2.658 -11.098 -5.257
H7 2.318 -11.099 -4.347
H8 3.602 -10.957 -5.245
O8 3.097 -8.600 -3.234
H9 3.229 -8.333 -4.162
H10 2.370 -9.217 -3.272
O9 4.632 -11.545 0.771
H11 4.070 -11.706 0.012
H12 4.708 -12.335 1.257
O10 0.381 -8.064 0.451
H13 0.950 -7.849 1.193
H14 0.704 -8.760 -0.066
O11 -0.166 -11.939 -3.370
H15 -0.668 -11.763 -2.571
H16 0.703 -11.511 -3.346
O12 4.311 -13.163 -4.440
H17 3.467 -12.665 -4.533
H18 4.326 -13.286 -3.464
O13 1.715 -10.951 1.554
H19 1.895 -10.061 1.861
H20 1.805 -10.897 0.582
O14 3.548 -8.585 -0.158
H21 2.809 -9.204 -0.432
H22 4.347 -8.801 -0.614
O15 1.512 -14.264 -1.885
H23 1.794 -14.212 -2.763
H24 1.689 -13.398 -1.512
O16 1.910 -14.085 1.030
H25 2.100 -13.311 0.557
H26 0.969 -14.062 1.117
O17 4.380 -13.587 -1.872
H27 3.568 -13.132 -1.646
H28 4.334 -14.574 -1.800

Force components x, y, z for each atom (eV/Å):
-0.40 2.74 -5.19
-0.57 -0.28 5.51
0.04 -1.05 1.27
0.05 -1.37 -1.19
-1.88 -0.46 0.51
-0.39 0.46 0.01
1.02 0.06 0.43
-0.29 0.64 0.71
-0.14 0.39 -0.44
-0.06 -0.65 -0.86
2.11 -1.33 1.18
-0.16 2.46 -1.32
-0.87 -0.97 0.12
-0.50 0.11 -2.05
0.52 0.08 0.10
0.29 0.02 0.40
1.13 1.71 -1.18
-0.21 -0.10 0.58
-0.47 -0.79 0.17
0.86 1.82 -0.20
-0.12 -0.25 -0.03
-0.16 -1.52 0.63
-1.82 2.43 1.48
0.37 -0.46 -0.44
1.22 -1.44 -0.60
-1.09 -0.93 -1.93
0.63 0.13 0.34
-0.27 -0.01 0.57
-1.06 0.08 -0.14
0.77 -0.49 -0.45
0.64 -0.03 -0.28
-0.31 -0.54 0.64
0.17 0.05 -0.14
-0.05 0.28 0.99
-1.18 0.41 0.91
1.52 0.98 0.11
0.43 -0.60 -0.60
-0.91 -1.22 1.81
0.48 0.30 -2.22
-0.13 0.06 -0.06
0.29 -2.00 1.27
0.67 1.96 -0.99
-0.85 -0.01 0.09
2.04 -2.13 -0.14
-0.70 -0.21 0.50
-0.65 1.67 0.12

# 3
C6H12IN5O | ωB97M-V/def2-TZVPD

Properties
Highest occupied orbital energy = -7.784 eV
SMILES = C/C(O)=N\c1c(N)nn(C)c1N.I
Gap between HOMO and LUMO = 8.321 eV
Strongest force on any atom = 0.0679 hartree/bohr
Multiplicity = 1

CARTESIAN COORDINATES (ANGSTROEM)
C1 0.346 -0.178 0.304
C2 -0.730 -0.426 -0.535
C3 0.123 1.197 0.644
C4 2.304 -2.195 -0.939
C5 -1.354 3.003 -0.207
C6 1.917 -1.862 0.530
N1 -1.495 0.683 -0.767
N2 -1.030 1.632 0.120
N3 -1.186 -1.589 -1.101
N4 0.778 1.934 1.581
N5 1.140 -1.027 1.055
O1 2.492 -2.702 1.410
I1 -4.568 0.112 -0.153
H1 1.948 -3.190 -1.189
H2 3.307 -2.458 -1.076
H3 1.979 -1.458 -1.577
H4 -0.787 3.306 -1.043
H5 -2.488 2.866 -0.432
H6 -1.209 3.734 0.593
H7 -0.420 -2.064 -1.610
H8 -1.970 -1.450 -1.750
H9 0.257 2.735 2.068
H10 1.290 1.353 2.294
H11 -3.099 0.415 -0.577
H12 2.455 -2.373 2.355

Force components x, y, z for each atom (eV/Å):
-0.63 2.48 0.33
-1.92 1.88 -1.26
-0.39 -1.43 1.27
-1.09 -1.56 2.92
-2.99 -0.88 0.51
0.57 -1.11 -0.02
0.94 -1.09 0.39
1.25 -0.47 -0.73
0.87 -1.30 -1.23
0.81 1.18 2.62
-0.05 0.78 -0.39
1.43 -0.56 0.91
-2.70 -0.52 0.70
-1.13 -0.01 -0.06
2.02 0.63 0.32
-0.75 1.60 -1.60
0.38 0.48 -1.21
1.93 1.06 0.10
-0.08 -0.50 0.14
-0.80 0.09 0.54
0.48 0.09 0.59
0.94 -1.90 -1.29
-0.76 0.82 -1.24
2.17 0.46 -0.56
-0.49 -0.21 -1.74

# 4
C3H5NO2S | ωB97M-V/def2-TZVPD

Properties
Highest occupied orbital energy (spin up / spin down) = -8.882 / -11.305 eV
Gap between HOMO and LUMO (spin up / spin down) = 9.610 / 8.903 eV
Strongest force on any atom = 0.1042 hartree/bohr
Multiplicity = 3

CARTESIAN COORDINATES (ANGSTROEM)
C1 0.244 -1.687 0.959
C2 0.352 1.949 0.443
C3 -0.268 -2.272 -0.150
N1 0.779 -1.210 1.884
O1 -1.426 1.473 -1.862
O2 0.315 -0.171 -1.017
S1 -0.089 1.280 -1.306
H1 1.343 2.003 0.596
H2 -0.071 1.035 0.927
H3 -0.206 2.846 0.571
H4 0.335 -3.048 -0.578
H5 -1.306 -2.199 -0.466

Force components x, y, z for each atom (eV/Å):
0.86 0.76 1.93
-4.83 -2.04 -1.10
-1.05 -1.65 -0.48
-0.55 -0.23 -0.62
0.65 0.47 1.03
-0.49 3.79 -1.53
1.34 -3.25 0.33
3.53 0.21 0.01
0.34 1.17 0.35
-0.31 0.64 0.30
0.15 -0.13 -0.38
0.36 0.26 0.17

Number 1: DFT total energy -2392.2190 Ha. Number 2: DFT total energy -1334.0555 Ha. Number 3: DFT total energy -882.4954 Ha. Number 4: DFT total energy -720.5684 Ha.